The following is a quantum chemistry calculation of a 14-piece molecular cluster, C18H49BBr2N15O29 overall at a distorted geometry, from OMol25.

CARTESIAN COORDINATES (ANGSTROEM)
C -1.0414 0.8453 -0.6371
C -0.4896 -0.0375 -1.9205
Br -0.3751 1.2495 -3.4994
C 1.0214 -0.6458 -1.6355
N 1.4886 -0.1775 -0.2761
C 1.7420 -1.3131 0.6893
Br 3.3541 -2.3410 -0.0085
B 2.2867 -0.5918 2.1021
N 1.3390 0.1464 3.0765
O 3.7401 -0.6242 2.4831
C 0.4309 -2.2917 0.9472
O 0.0150 -3.2351 0.0572
O -0.3844 -2.2408 2.2064
H -0.4424 1.8637 -0.5289
H -2.1647 1.1599 -0.8396
H -1.0620 0.2152 0.3661
H -1.2695 -0.8841 -2.2333
H 1.1089 -1.7967 -1.8259
H 1.7290 -0.1260 -2.4429
H 2.4027 0.3315 -0.4642
H 1.2148 -0.4883 3.9124
H 0.3791 0.2371 2.6343
H 3.7738 -0.7080 3.4982
C -2.0688 -1.8121 -6.7204
N -2.1969 -0.5758 -5.9025
O -1.9406 0.4990 -6.4574
O -2.5513 -0.7193 -4.7266
H -1.7517 -1.5375 -7.7286
H -1.3221 -2.4484 -6.2410
H -3.0477 -2.2956 -6.7423
C -2.0051 -1.9205 4.9817
N -2.1332 -0.6842 5.7996
O -1.8768 0.3906 5.2446
O -2.4875 -0.8277 6.9755
H -1.6879 -1.6458 3.9735
H -1.2583 -2.5568 5.4611
H -2.9839 -2.4040 4.9598
C 1.9309 2.6211 6.0620
N 2.9439 3.3716 5.2718
O 2.5999 4.4619 4.8007
O 4.0557 2.8451 5.1469
H 1.0050 3.1993 6.0894
H 1.7718 1.6612 5.5666
H 2.3318 2.4870 7.0689
C -3.2043 -5.9461 -8.8738
N -3.1284 -4.5541 -8.3537
O -2.0480 -3.9643 -8.4708
O -4.1556 -4.0930 -7.8427
H -2.2340 -6.2198 -9.2933
H -3.4598 -6.5975 -8.0356
H -3.9777 -5.9682 -9.6444
C 0.9635 1.3523 -7.2391
N 1.9621 2.1212 -8.0299
O 1.5706 3.1551 -8.5837
O 3.1106 1.6652 -8.0722
H 0.0015 1.8666 -7.2891
H 0.8915 0.3556 -7.6792
H 1.3233 1.3067 -6.2091
C -3.7964 2.9313 5.9352
N -3.7848 4.3662 5.5416
O -2.9526 5.0971 6.0914
O -4.6113 4.7181 4.6919
H -3.0212 2.7647 6.6860
H -4.7841 2.7101 6.3448
H -3.5973 2.3419 5.0378
C -7.9627 4.5075 4.4210
N -8.9062 3.3876 4.6844
O -8.4518 2.2391 4.6263
O -10.0763 3.6932 4.9422
H -6.9742 4.0943 4.2096
H -8.3414 5.0617 3.5597
H -7.9359 5.1332 5.3156
C 5.2203 0.7650 8.0385
N 4.1059 0.1948 7.2343
O 2.9854 0.1710 7.7566
O 4.3876 -0.2128 6.1014
H 4.8301 1.0820 9.0079
H 5.9714 -0.0177 8.1623
H 5.6220 1.6176 7.4870
C 6.1061 1.7699 -8.5428
N 7.2872 2.5378 -9.0213
O 7.3099 2.8551 -10.2162
O 8.1582 2.8005 -8.1838
H 5.4246 1.6113 -9.3811
H 6.4686 0.8160 -8.1544
H 5.6243 2.3601 -7.7605
C 1.7890 -5.9844 1.5134
N 2.0758 -5.3385 2.8227
O 1.7075 -4.1672 2.9687
O 2.6624 -6.0256 3.6669
H 1.2722 -5.2678 0.8716
H 2.7448 -6.2766 1.0738
H 1.1579 -6.8544 1.7064
C 2.5620 6.1963 -10.1374
N 2.3260 7.5712 -9.6202
O 1.3628 8.1928 -10.0837
O 3.1145 7.9877 -8.7635
H 1.7970 5.9623 -10.8808
H 3.5561 6.1801 -10.5888
H 2.4990 5.5102 -9.2902
C -6.4492 0.9215 2.7345
N -5.2681 1.6894 2.2560
O -5.2455 2.0066 1.0611
O -4.3971 1.9520 3.0934
H -7.1307 0.7628 1.8961
H -6.0868 -0.0325 3.1228
H -6.9311 1.5117 3.5168
C 3.6781 -7.0848 6.6722
N 2.7346 -8.2047 6.9356
O 3.1890 -9.3532 6.8775
O 1.5645 -7.8991 7.1934
H 4.6666 -7.4980 6.4608
H 3.2994 -6.5307 5.8109
H 3.7049 -6.4592 7.5667

**Energy**: -8890.208088 hartree
**LUMO energy**: 0.48 eV
**Total charge**: -1
**HOMO-LUMO gap**: 5.944 eV
**2S+1**: 1